No. 1
Density functional theory data (ωB97M-V with the def2-TZVPD basis set) for a cluster of 2 separate species, C12H16BrClO4PS in total in a non-equilibrium geometry.

Calculated values
**Gap between HOMO and LUMO**: 5.32 eV
**Charge**: +1
**ΔE to the lowest compared entry with this formula, charge and spin**: 0.00 kJ/mol

Each line ends with the Löwdin charge.
Cartesian coordinates (Å):
C -4.068773 3.536831 -0.816387  -0.094
C -2.909576 2.456025 -0.506640  -0.187
C -3.077134 1.585683 0.785241  0.004
C -1.921807 0.568118 1.081498  -0.016
C -0.671604 0.446393 0.135293  -0.004
C -0.491435 1.313104 -1.153993  -0.251
C 0.769311 1.258557 -2.118272  -0.432
S 0.721844 -0.095889 -3.392667  0.373
Br 1.322705 0.902205 -5.304399  0.433
P -1.260875 -0.869775 -3.748422  0.444
O -2.056087 -1.236346 -2.269681  -0.380
Cl -2.475933 0.678125 -4.590874  0.172
C -1.662400 2.329124 -1.453226  -0.006
H -3.598162 4.557210 -1.097051  0.089
H -4.742229 3.209847 -1.676598  0.081
H -4.658214 3.719736 0.161921  0.086
H -3.954621 1.669847 1.505402  0.105
H -2.035522 -0.049717 2.037534  0.102
H 0.138093 -0.298079 0.432408  0.076
H 0.866768 2.277446 -2.655024  0.100
H 1.725240 1.176643 -1.468462  0.120
H -2.942573 -1.576384 -2.575647  0.078
H -1.660642 3.027839 -2.355713  0.099
C 4.367086 -3.175362 2.817896  -0.017
C 2.911079 -2.828423 2.593378  -0.340
C 2.652361 -2.134548 1.288113  -0.108
O 1.496290 -1.355718 1.578154  0.005
C 1.523222 -1.103692 2.921076  -0.528
O 0.810212 -0.317569 3.473184  0.165
O 2.465523 -1.862512 3.543090  0.101
H 4.980846 -2.272884 2.885768  0.096
H 4.486899 -3.704748 3.766641  0.093
H 4.752997 -3.808583 2.015907  0.093
H 2.288743 -3.723296 2.701834  0.164
H 2.449333 -2.837885 0.477429  0.142
H 3.459034 -1.461324 0.981290  0.142

Cartesian forces (eV/Å) of the 6 atoms listed first:
C 1.092 0.149 0.503
C 1.441 -1.445 0.718
C 4.446 -0.861 -2.855
C -0.299 2.460 -2.810
C -2.059 1.830 -0.583
C -3.856 0.464 2.161

***

No. 2
Density functional theory data (ωB97M-V with the def2-TZVPD basis set) for the molecule C12H16BrNO3S2 in a non-equilibrium geometry.

Calculated values
**Gap between HOMO and LUMO**: 9.46 eV
**SMILES**: O=C(CCS(=O)(=O)c1ccc(Br)s1)NC1CCCC1
**Charge**: 0

Each line ends with the Löwdin charge.
Cartesian coordinates (Å):
O -0.648802 -0.958218 -1.719364  0.098
C -0.730803 -1.821171 -0.959642  -0.626
C -2.180833 -2.187489 -0.646162  -0.166
C -3.324767 -1.145935 -0.699599  -0.264
S -3.105309 0.184704 0.541749  0.773
O -2.783364 -0.537136 1.883200  -0.399
O -4.272406 1.071153 0.249039  -0.358
C -1.624628 1.083213 -0.009842  -0.695
C -1.580241 1.747407 -1.039610  -0.171
C -0.247608 2.605017 -1.201946  -0.028
C 0.467570 1.891859 -0.110770  -0.971
Br 2.377682 2.403625 -0.078167  0.617
S -0.208328 0.796112 0.931109  1.067
N 0.266879 -2.315617 -0.302966  0.047
C 1.538495 -2.290667 -0.635218  -0.294
C 2.215579 -3.458767 -0.883737  -0.284
C 2.779182 -3.955258 0.238857  -0.175
C 3.192363 -2.545883 1.162143  -0.183
C 2.208453 -1.594928 0.873884  -0.120
H -2.543087 -3.292448 -1.222999  0.189
H -2.350336 -2.651892 0.472723  0.136
H -3.176295 -0.694719 -1.857191  0.171
H -4.441811 -1.438916 -0.582897  0.131
H -2.380293 2.231684 -1.659681  0.152
H -0.005347 3.112580 -2.055386  0.057
H -0.055930 -3.126835 0.400546  0.230
H 1.502506 -1.383431 -1.161578  0.145
H 3.015171 -3.208667 -1.407060  0.101
H 1.662606 -4.210364 -1.443415  0.160
H 1.948106 -4.468749 0.799808  0.113
H 3.649325 -4.729106 0.182563  0.148
H 4.118107 -2.319843 0.671529  0.098
H 3.364330 -3.119510 2.098032  0.114
H 2.622033 -0.709931 0.624701  0.027
H 1.369005 -1.675085 1.755210  0.161

Cartesian forces (eV/Å) of the 6 atoms listed first:
O 1.511 5.121 -5.518
C -4.484 -1.693 2.139
C -3.149 -6.127 3.486
C 0.753 0.994 -3.637
S -0.878 -0.978 0.969
O -1.050 2.807 -4.129

***

> gap between HOMO and LUMO of number 2 (C12H16BrNO3S2)?

9.46 eV

***

> Number 1 is which compound?

C12H16BrClO4PS

***

> Which value of charge does entry 1 give?

+1

***

> charge of number 1 (C12H16BrClO4PS)?

+1